C27H68O9Si2 | ωB97M-V with the def2-TZVPD basis set

Structure (XYZ):
```
106
Properties=species:S:1:pos:R:3:mulliken_charge:R:1
C 2.21559 1.91086 -6.53604 0.34
C 1.19830 2.09617 -7.15971 -0.76
Si -0.34567 2.37867 -8.10571 0.28
O -1.43992 1.19567 -7.76223 -0.21
Si -1.72044 0.58101 -6.24079 0.42
C -0.48888 -0.76766 -5.76898 -0.16
O -1.04784 -2.02976 -6.13858 -0.21
O 0.04423 -2.87974 -6.54699 -0.37
H 3.10853 1.69336 -5.98732 0.38
H -0.03327 2.32528 -9.54151 -0.15
H -0.87443 3.70315 -7.73500 -0.10
H -3.05398 -0.03677 -6.25770 -0.16
H -1.68149 1.65791 -5.22600 -0.12
H 0.46968 -0.64552 -6.27917 0.46
H -0.32768 -0.72737 -4.68230 0.01
H -0.32842 -3.25081 -7.35657 0.30
C -1.32036 -2.58348 -2.56362 -0.96
C 0.13500 -2.98751 -2.41145 -0.59
O 0.84096 -2.24229 -1.43395 -0.44
C 0.33605 -2.31898 -0.11161 -0.06
C 0.33357 -3.72082 0.47122 -1.24
H -1.39881 -1.51594 -2.77829 0.25
H -1.77123 -3.13372 -3.39060 0.51
H -1.90383 -2.78790 -1.66441 0.38
H 0.66745 -2.79916 -3.34471 0.31
H 0.21304 -4.06279 -2.21371 0.33
H -0.66479 -1.87608 -0.05350 0.30
H 0.99269 -1.67981 0.48002 0.23
H -0.33329 -4.39393 -0.06979 0.27
H 0.00229 -3.68970 1.51020 0.47
H 1.33751 -4.14518 0.43441 0.20
C -6.93061 -1.01672 -5.18215 -1.21
C -5.47597 -1.42492 -5.02498 -0.16
O -4.76601 -0.67200 -4.05673 -0.34
C -5.26151 -0.74415 -2.73108 -0.38
C -5.27642 -2.14674 -2.14819 -0.95
H -7.00611 0.04552 -5.41886 0.30
H -7.38661 -1.58605 -5.99324 0.41
H -7.51210 -1.20628 -4.27890 0.27
H -4.94133 -1.25152 -5.95866 0.33
H -5.40107 -2.49714 -4.81055 0.26
H -6.25911 -0.29441 -2.66623 0.32
H -4.58935 -0.11139 -2.15039 0.33
H -5.96450 -2.80570 -2.67933 0.31
H -5.59532 -2.10858 -1.10560 0.41
H -4.28046 -2.58876 -2.19156 0.16
C -1.19175 2.49557 3.49819 -1.03
C -0.08565 1.45373 3.53030 -0.23
O 0.12825 0.80059 2.29108 -0.36
C 0.50104 1.63380 1.20579 -0.32
C 1.79116 2.40355 1.42255 -0.98
H -2.12771 2.04803 3.16001 0.30
H -1.34342 2.90208 4.49959 0.36
H -0.95573 3.32936 2.83515 0.28
H -0.35235 0.66184 4.23050 0.18
H 0.84679 1.89921 3.89664 0.30
H -0.31320 2.32257 0.95071 0.25
H 0.61667 0.95416 0.36007 0.35
H 1.70903 3.12024 2.24091 0.23
H 2.04200 2.96890 0.52430 0.35
H 2.61082 1.71994 1.65106 0.30
C -2.42956 -1.35399 7.50583 -1.07
C -0.91451 -1.31826 7.40381 -0.35
O -0.40074 -0.12189 6.84426 -0.38
C -0.69986 1.07256 7.54433 -0.24
C -0.17210 1.10967 8.96803 -1.20
H -2.88259 -1.18303 6.52831 0.29
H -2.75096 -2.33017 7.87118 0.40
H -2.81358 -0.60132 8.19561 0.27
H -0.57144 -2.10578 6.73257 0.35
H -0.46155 -1.51295 8.38259 0.31
H -1.77884 1.26670 7.53164 0.35
H -0.22943 1.86333 6.95810 0.28
H -0.64013 0.35370 9.59969 0.29
H -0.37818 2.08423 9.41248 0.39
H 0.90572 0.94265 8.98028 0.32
C 3.16337 7.63128 1.16485 -1.08
C 3.27138 6.52738 0.12711 -0.32
O 2.09651 5.74842 -0.01325 -0.36
C 0.92879 6.44558 -0.41054 -0.31
C 1.04514 7.13591 -1.75838 -1.10
H 2.88028 7.21854 2.13412 0.30
H 4.12580 8.13384 1.26944 0.39
H 2.42612 8.38577 0.88758 0.27
H 4.04081 5.81483 0.42583 0.34
H 3.57838 6.94233 -0.83980 0.29
H 0.62606 7.16344 0.36058 0.32
H 0.15261 5.68068 -0.45455 0.31
H 1.78975 7.93291 -1.74926 0.27
H 0.08719 7.58318 -2.02671 0.39
H 1.32255 6.41946 -2.53269 0.31
C 6.31197 -6.03069 2.84205 -1.02
C 5.49753 -6.21518 1.57289 -0.33
O 4.10781 -6.00185 1.74029 -0.42
C 3.72660 -4.70940 2.17978 -0.27
C 4.13939 -3.58779 1.24212 -1.08
H 5.93622 -6.67838 3.63531 0.29
H 7.35521 -6.28566 2.65054 0.39
H 6.28477 -5.00133 3.20163 0.27
H 5.57960 -7.24668 1.22919 0.34
H 5.89332 -5.57972 0.77226 0.30
H 4.10015 -4.52031 3.19298 0.32
H 2.63952 -4.74791 2.24990 0.26
H 5.22413 -3.49805 1.16826 0.37
H 3.74970 -2.63563 1.60490 0.35
H 3.74706 -3.76228 0.23885 0.31
```

Computed properties:
2S+1 = 1
HOMO-LUMO gap = 10.008 eV
HOMO level = -9.356 eV